[1]
94
Properties=species:S:1:pos:R:3 method="wB97M-V/def2-TZVPD" multiplicity=1 de_lowest_kcal_mol=0.0 e_tot_ev=-90702.06479 lumo_ev=3.7 charge=-2
Cs -0.191 -0.710 0.800
S -3.163 -2.217 2.135
S -1.692 0.738 -2.536
Si 1.826 -0.850 4.238
O -0.719 -3.700 1.363
O -0.827 -0.436 -2.533
O -0.877 -3.891 -2.604
O 1.728 -0.007 2.894
O -3.061 0.474 -2.959
O 3.683 1.700 2.416
N -0.998 2.325 1.287
N -1.384 -4.225 2.364
N 1.370 -1.390 -4.036
N 3.574 -2.067 -1.322
N -1.511 1.444 -1.175
N 3.422 -2.092 -4.481
N -2.265 -3.144 -0.970
N -2.753 -2.739 -3.199
N 1.594 -3.048 -1.514
C -0.982 1.778 -3.803
C -1.683 2.084 -4.956
C 2.931 2.855 2.191
C -1.464 -5.973 3.986
C 0.925 2.963 -4.639
C -1.889 3.037 0.554
C -2.544 -3.639 2.831
C 2.864 -1.550 -5.610
C -0.716 2.704 2.505
C 1.598 -1.104 -5.352
C 3.472 -0.619 5.154
C 0.241 3.272 -5.813
C -3.160 -4.297 3.921
C -3.104 3.297 -1.522
C -3.440 4.909 0.260
C -1.070 2.831 -5.955
C 0.922 4.037 -6.917
C 2.498 -1.975 -3.551
C 3.185 -2.566 -0.104
C -1.300 3.839 3.110
C -2.191 4.576 2.386
C 2.541 3.543 3.494
C -2.518 4.192 1.063
C 0.323 2.224 -3.637
C 2.595 -2.372 -2.144
C 0.472 -0.381 5.484
C -2.648 -5.432 4.493
C 1.647 -2.713 3.950
C 1.969 -3.183 -0.206
C -2.188 2.569 -0.782
C -1.891 -3.276 -2.250
C -3.713 4.456 -0.999
C -0.868 -5.340 2.929
H 0.550 0.680 5.741
H -1.682 -3.469 -0.197
H 0.198 4.573 -7.532
H 1.479 3.361 -7.570
H 2.460 -3.081 3.316
H 4.303 -0.948 4.522
H 0.859 -0.617 -5.965
H 0.555 -1.110 -3.489
H 1.934 4.434 3.303
H 3.639 0.437 5.382
H 1.969 2.856 4.121
H 0.856 1.979 -2.726
H -3.152 -5.896 5.332
H 3.537 3.542 1.589
H -4.069 -3.843 4.290
H 3.020 0.962 2.570
H 0.528 -0.959 6.413
H 1.659 -3.283 4.885
H -1.029 4.105 4.124
H 3.403 -1.512 -6.543
H -2.662 5.458 2.807
H 0.715 -3.395 -1.916
H 1.632 4.760 -6.514
H 1.948 3.301 -4.512
H -0.517 -0.544 5.044
H 0.004 2.089 3.041
H 0.052 -5.660 2.465
H -1.620 3.071 -6.858
H -3.378 2.957 -2.511
H 3.779 -2.411 0.782
H -1.006 -6.858 4.405
H -3.164 -1.850 -2.933
H -3.917 5.797 0.658
H 3.438 3.838 4.044
H 2.030 2.627 1.612
H -2.700 1.729 -5.061
H -4.422 4.991 -1.621
H 1.322 -3.649 0.521
H -3.073 -2.607 -0.703
H -2.264 -2.647 -4.077
H 0.709 -2.932 3.432
H 3.506 -1.187 6.089

=====

[2]
13
Properties=species:S:1:pos:R:3 method="wB97M-V/def2-TZVPD" multiplicity=1 de_lowest_kcal_mol=188.8 e_tot_ev=-9265.31537 lumo_ev="-0.7 / -0.7" charge=0
O 1.556 2.409 0.658
N -0.741 1.135 -0.396
N 1.462 -0.142 -0.088
C 0.442 -1.131 -0.237
C -1.692 0.359 0.446
C 0.966 1.404 0.607
C -0.756 -0.290 -0.407
H -0.525 -0.345 -1.963
H -1.527 0.292 1.518
H 2.390 -0.479 0.129
H 0.399 -1.778 0.644
H 0.758 -1.810 -1.044
H -2.733 0.377 0.133

=====

[3]
31
Properties=species:S:1:pos:R:3 method="wB97M-V/def2-TZVPD" multiplicity=1 de_lowest_kcal_mol=115.9 e_tot_ev=-16716.06738 lumo_ev=1.0 charge=0
N -0.689 0.279 -1.262
N -1.434 1.310 -1.936
C 2.063 -1.441 -3.033
C -1.697 0.344 3.126
C 3.184 -1.882 -2.388
C -0.910 0.922 -3.096
C 1.494 -0.324 -0.861
C -2.808 1.283 3.363
C 1.182 -0.595 -2.267
C 0.328 0.456 -0.272
C 3.448 -1.652 -1.031
C -0.053 -0.124 1.067
C 2.597 -0.855 -0.313
C -0.092 -0.054 -2.504
C -1.305 0.553 1.649
H -3.633 0.917 4.112
H 0.718 0.081 1.869
H -2.087 0.347 0.955
H 4.379 -2.043 -0.572
H -3.386 1.588 2.446
H -0.172 -1.143 0.994
H -1.235 0.975 -4.045
H -2.136 -0.708 3.222
H -1.168 1.615 1.386
H 2.000 -1.757 -4.027
H 0.695 1.464 -0.241
H -0.856 0.244 3.763
H -2.675 2.222 3.756
H 2.883 -0.849 0.697
H -2.404 1.410 -1.722
H 3.767 -2.584 -2.834